Computed, not measured: a cluster of 2 separate species, CH6N2O in total, with the ωB97M-V functional and the def2-TZVPD basis.

## Properties
net charge	0
SMILES	[H]/N=C\N.O
energy above the lowest of the compared OMol25 structures with the same formula, charge and spin	81.6	kJ/mol
2S+1	1

XYZ file:
```
10
CH6N2O | the Open Molecules 2025 dataset | the ωB97M-V functional and the def2-TZVPD basis
O 2.41 -2.28 0.39
N -0.40 0.38 0.26
H -1.13 -0.31 0.21
H -2.10 0.99 -1.51
H 0.03 0.45 1.17
H 1.61 -2.01 0.85
N -1.63 1.84 -1.19
C -0.78 1.62 -0.29
H 2.21 -3.13 -0.01
H -0.21 2.45 0.11
```